(1)
Entry from the Open Molecules 2025 dataset: C27H34N6Se2V as an isolated structure at a distorted geometry (the ωB97M-V functional and the def2-TZVPD basis).

Computed properties:
⟨S²⟩   0.802
Gap between HOMO and LUMO (alpha / beta)   6.763 / 6.592 eV
LUMO level (alpha / beta)   0.07 / -0.11 eV
Multiplicity   2

Cartesian coordinates (Å):
V -1.034694 -0.795075 1.230587
Se -0.378116 -3.803221 -0.385958
Se -2.791019 -2.127366 2.398925
C -3.700303 -1.330843 0.944631
C -5.032153 -1.521782 0.579881
C -5.522227 -0.825724 -0.507317
C -4.686715 0.035117 -1.218659
C -3.376697 0.155017 -0.812550
N -2.904925 -0.512189 0.246010
C 0.021379 -2.246192 -1.324363
C 0.537471 -2.284463 -2.648091
C 0.739482 -1.125232 -3.349246
C 0.461216 0.119580 -2.743131
C 0.015654 0.113287 -1.450237
N -0.207926 -1.037498 -0.751740
H -5.647019 -2.201913 1.150169
H -6.556109 -0.951383 -0.808306
H -5.040083 0.591481 -2.076299
H -2.669529 0.781234 -1.338813
H 0.738338 -3.252288 -3.083050
H 1.107674 -1.168551 -4.366543
H 0.603561 1.056726 -3.265021
H -0.171760 1.034198 -0.917016
C 3.029118 1.523757 -0.662755
C 4.563685 1.728995 -0.490798
N 5.095826 0.742561 0.454812
C 4.457054 0.946266 1.757515
C 2.912790 0.833724 1.612437
N 2.567302 0.469386 0.237735
C 3.232530 -0.787783 -0.112833
C 4.774717 -0.605435 -0.028746
H 2.778272 1.225441 -1.682009
H 2.472719 2.439096 -0.440396
H 4.792567 2.723993 -0.105286
H 5.090797 1.614976 -1.439625
H 4.755415 1.925813 2.135883
H 4.849933 0.195003 2.446838
H 2.419341 1.779315 1.845224
H 2.500000 0.081040 2.282463
H 2.910623 -1.078106 -1.115901
H 2.880214 -1.561589 0.571923
H 5.246678 -0.735190 -1.005664
H 5.226166 -1.330405 0.652595
N 0.579712 -1.831167 2.082896
C 1.328608 -2.559310 2.532456
C 2.358198 -3.486028 2.920556
C 3.053908 -3.348619 4.123382
C 4.051986 -4.262040 4.424552
C 4.345415 -5.292449 3.539730
C 3.646397 -5.428049 2.350313
C 2.642664 -4.526887 2.025912
H 2.813475 -2.539665 4.802318
H 4.601113 -4.171045 5.354143
H 5.128149 -6.000629 3.784209
H 3.878295 -6.238319 1.670581
H 2.063339 -4.620320 1.119669
C -0.649868 3.041018 1.773154
C -1.091788 1.907248 2.707208
C -2.564378 2.074224 3.099574
C -0.210664 1.875781 3.962846
N -0.936954 0.633691 1.995548
H -0.749488 4.014296 2.265824
H -1.265129 3.047793 0.869619
H 0.394362 2.902013 1.477979
H -2.711095 3.005728 3.654607
H -2.886085 1.236169 3.718555
H -3.194622 2.098301 2.207250
H -0.303811 2.814976 4.518655
H 0.837334 1.732987 3.692266
H -0.514304 1.052394 4.614902

Cartesian forces (eV/Å) of the 2 atoms listed first:
-0.211 -0.506 -0.373
-0.112 0.182 0.042


(2)
Entry from the Open Molecules 2025 dataset: one molecule with the formula CH2O2S2 at a distorted geometry (the ωB97M-V functional and the def2-TZVPD basis).

Computed properties:
Gap between HOMO and LUMO   7.690 eV
LUMO level   -1.85 eV
Multiplicity   1
SMILES   O=CSSO

Cartesian coordinates (Å):
O 2.084224 -1.817917 0.598414
C 1.784286 -0.825490 0.055471
S 0.105547 0.096465 -0.039287
S -2.228240 -0.160869 0.706440
O -3.184314 -0.666223 -0.572973
H 2.601951 -0.040531 -0.402900
H -3.432132 0.112940 -1.142831

Cartesian forces (eV/Å) of the 2 atoms listed first:
0.089 -0.446 -0.137
-0.042 1.710 0.095


(3)
Entry from the Open Molecules 2025 dataset: C7H12N as an isolated structure at a distorted geometry (the ωB97M-V functional and the def2-TZVPD basis).

Computed properties:
Net charge   +1
Gap between HOMO and LUMO   10.105 eV
LUMO level   -3.32 eV
Multiplicity   1

Cartesian coordinates (Å):
C 0.077379 -1.789377 1.451616
C 1.638220 1.035026 -0.281180
C 0.066818 -0.737324 0.747658
C 1.069401 -0.193570 -0.131738
C -1.986638 0.708378 -0.509934
C -1.402153 0.478008 0.876867
C 1.498690 -1.240870 -1.082588
N -1.197241 1.701108 0.125233
H -0.798764 -1.944648 2.021787
H 0.800057 -2.645451 1.306197
H 2.305051 1.063823 -1.142353
H 1.689416 1.788799 0.435580
H -1.676139 0.303182 -1.419208
H -3.039858 1.025070 -0.486905
H -2.096552 0.453607 1.794927
H 2.211044 -1.882024 -0.570316
H 2.266870 -0.695082 -1.766748
H 0.593580 -1.807507 -1.533140
H -0.290947 1.864264 -0.208077
H -1.728235 2.514588 0.372321

Cartesian forces (eV/Å) of the 2 atoms listed first:
0.026 -3.776 0.754
-0.195 -2.630 -0.700


(4)
Entry from the Open Molecules 2025 dataset: a 2-piece molecular cluster, C4H9NP overall at a distorted geometry (the ωB97M-V functional and the def2-TZVPD basis).

Computed properties:
Net charge   +1
Gap between HOMO and LUMO (alpha / beta)   10.534 / 5.639 eV
LUMO level (alpha / beta)   -6.34 / -7.97 eV
Multiplicity   1

Cartesian coordinates (Å):
C -4.620265 -0.253855 0.714746
C -0.604482 1.570330 0.680665
C -0.314271 -1.457065 0.987906
C -0.171372 -0.163675 -1.682768
N -3.567189 0.123006 0.472320
P -0.808271 -0.003265 -0.051187
H 0.025656 2.025491 -0.036270
H -0.219401 1.575192 1.640292
H -1.569826 1.930139 0.533461
H -0.460947 -2.128486 0.180559
H -1.004567 -1.595783 1.794081
H 0.640198 -1.703213 1.408005
H 0.151382 0.713208 -2.232945
H -0.749556 -0.852040 -2.258050
H 0.714647 -0.898832 -1.417457

Cartesian forces (eV/Å) of the 2 atoms listed first:
-2.126 -0.678 0.479
0.181 -0.835 -1.938


(5)
Entry from the Open Molecules 2025 dataset: an isolated ion of composition C2H9N4O and charge +1 at a distorted geometry (the ωB97M-V functional and the def2-TZVPD basis).

Computed properties:
Net charge   +1
Gap between HOMO and LUMO   10.339 eV
LUMO level   -3.55 eV
Multiplicity   1
SMILES   [H]/N=C(/[NH3+])N(N)OC

Cartesian coordinates (Å):
H -0.255910 -2.592626 -0.791611
N -1.042491 -1.932629 -0.720225
C -1.022222 -0.776840 -0.305728
N -2.272675 0.049420 -0.084039
N -0.029076 0.137146 0.016416
N -0.056967 1.459031 0.248546
O 1.390500 -0.280302 -0.715047
C 2.505603 -0.198280 0.250096
H -1.988832 1.012616 0.154166
H -3.056513 -0.072435 -0.802667
H -2.684945 -0.313908 0.795541
H 0.135423 1.804061 1.212724
H 0.098342 2.108406 -0.516079
H 3.432388 -0.124639 -0.395255
H 2.433705 -1.112096 0.970538
H 2.413673 0.833069 0.682617

Cartesian forces (eV/Å) of the 2 atoms listed first:
-0.251 1.147 -0.034
-0.796 -0.547 0.490


(6)
Entry from the Open Molecules 2025 dataset: C33H49Cu2N5O as an isolated structure at a distorted geometry (the ωB97M-V functional and the def2-TZVPD basis).

Computed properties:
Net charge   +6
Gap between HOMO and LUMO   5.001 eV
LUMO level   -15.05 eV
Multiplicity   1

Cartesian coordinates (Å):
C 6.359300 0.417706 0.256120
N 5.924450 -0.319434 1.466700
C 5.521940 -1.624834 1.397550
C 5.171100 -2.267404 2.570850
C 5.136790 -1.517124 3.806950
C 5.617930 -0.245484 3.794470
C 6.021550 0.344776 2.601190
C 4.631420 -2.119494 5.109630
C 3.792300 -1.330354 5.905110
C 3.223690 -1.894104 7.078390
N 3.573130 -3.148004 7.429800
C 4.284420 -3.963384 6.649330
C 4.855930 -3.436934 5.531080
C 3.202620 -3.505564 8.887540
H 7.226380 1.021616 0.523650
H 5.459650 0.923926 -0.093860
H 6.684810 -0.315534 -0.481780
H 5.454720 -1.957754 0.372340
H 4.815420 -3.281724 2.675990
H 5.769470 0.283906 4.723550
H 6.334520 1.377586 2.643090
H 3.607010 -0.300544 5.637600
H 2.487000 -1.369764 7.668960
H 4.377490 -4.963984 7.044980
H 5.413430 -4.111124 4.897770
H 3.753140 -2.800104 9.509920
H 3.283540 -4.591394 8.937740
H 2.176220 -3.168814 8.741920
C -5.364350 -4.912444 2.713850
N -4.531310 -3.756174 2.769290
C -4.530530 -2.921194 1.682620
C -4.175380 -1.598734 1.798540
C -3.793340 -1.082114 3.054210
C -3.748110 -2.026184 4.091540
C -4.124650 -3.335134 3.950100
C -3.484310 0.387716 3.225480
C -2.455600 1.084806 2.476060
C -2.250410 2.425576 2.781980
N -2.892770 3.035916 3.802710
C -3.804830 2.324606 4.570320
C -4.099640 1.032206 4.301590
C -2.514770 4.510536 4.104950
H -6.423800 -4.718994 2.881900
H -4.978610 -5.527314 3.527010
H -5.189230 -5.357504 1.734380
H -5.123980 -3.360164 0.894260
H -4.246670 -1.006774 0.898050
H -3.447670 -1.690724 5.073170
H -4.475130 -3.936364 4.775990
H -1.941230 0.560836 1.684050
H -1.504870 2.926446 2.182230
H -4.369660 2.907226 5.283000
H -4.737610 0.467126 4.964960
H -2.063200 4.483836 5.096650
H -3.464370 5.041836 4.168860
H -1.726680 4.748046 3.390380
Cu 3.280860 5.420936 -2.412780
Cu 3.408310 4.924696 1.809510
C -0.309720 -0.469974 -10.917570
C -0.518170 0.915896 -10.131790
C -0.912060 0.674726 -8.667460
C -0.566760 1.886426 -7.712090
N -1.309760 1.766086 -6.394900
C -2.885440 1.685346 -6.481860
C -3.453670 2.069936 -5.066860
C -2.472900 3.167096 -4.602450
C -1.101030 2.981916 -5.418470
C -0.767790 0.488336 -5.713800
H 0.319800 -0.234844 -11.775780
H -1.216730 -1.023974 -11.159480
H 0.322110 -1.002414 -10.206660
H -1.231460 1.586996 -10.610270
H 0.484210 1.332316 -10.032220
H -0.128910 -0.018924 -8.361460
H -1.851720 0.124656 -8.616830
H -0.698980 2.792746 -8.303020
H 0.501060 1.873566 -7.493670
H -3.243180 0.726076 -6.855930
H -3.267480 2.448936 -7.159420
H -3.455700 1.194556 -4.417400
H -4.464500 2.476056 -5.103950
H -2.258140 3.216966 -3.534990
H -2.841770 4.182406 -4.748040
H -0.191350 2.964256 -4.818240
H -0.800230 3.945056 -5.830760
H 0.259060 0.664486 -5.393420
H -1.031720 -0.432294 -6.234280
H -1.292380 0.482716 -4.758360
O 2.512980 2.466726 -0.409980
H 2.486540 1.878956 0.369990

Cartesian forces (eV/Å) of the 2 atoms listed first:
-0.228 -0.872 -0.336
0.591 -0.127 -0.227


(7)
Entry from the Open Molecules 2025 dataset: a 2-piece molecular cluster, C7H12O overall at a distorted geometry (the ωB97M-V functional and the def2-TZVPD basis).

Computed properties:
Gap between HOMO and LUMO   4.130 eV
LUMO level   -2.85 eV
Multiplicity   1

Cartesian coordinates (Å):
O -2.561831 0.736602 0.240792
C -0.449880 -2.304244 0.898070
C -1.125561 -1.489770 0.098280
C -0.561398 -0.720125 -1.048820
C 0.841395 -0.392331 -0.978244
C 2.493986 1.289830 -0.323747
C 1.303555 0.658338 -0.154033
C 0.315717 1.440536 0.699636
H 0.599400 -2.490228 0.681487
H -0.981136 -2.959508 1.571163
H -2.173230 -1.406252 0.165005
H -1.083052 0.274295 -0.875880
H -0.904333 -1.088520 -2.012531
H 1.473883 -0.553370 -1.849880
H -3.146911 1.195796 0.850851
H 3.327814 0.835977 -0.853796
H 2.710605 2.123719 0.323521
H -0.498551 1.735307 0.028619
H -0.264915 0.783438 1.345901
H 0.684443 2.330510 1.193605

Cartesian forces (eV/Å) of the 2 atoms listed first:
0.335 -0.500 -0.077
0.387 -0.202 -0.943


(8)
Entry from the Open Molecules 2025 dataset: a 14-piece molecular cluster, H28O14 overall at a distorted geometry (the ωB97M-V functional and the def2-TZVPD basis).

Computed properties:
Gap between HOMO and LUMO   8.394 eV
LUMO level   -0.79 eV
Multiplicity   1

Cartesian coordinates (Å):
O 2.891399 -0.104340 -1.488726
H 3.442838 -0.704338 -1.106228
H 2.236996 0.301053 -0.808595
O 1.421538 -3.595487 1.218711
H 0.523113 -3.282508 0.760893
H 1.881817 -2.763676 1.495352
O 1.921490 2.973762 -0.142273
H 1.377598 2.593145 0.587752
H 1.255720 2.763634 -0.774197
O 0.717972 2.151174 1.780534
H 0.611750 2.834542 2.419394
H 0.738134 1.382054 2.400420
O 2.262168 -0.920748 2.242865
H 1.715452 -0.730167 1.502294
H 1.762078 -1.053713 3.027980
O -1.176683 0.590995 -1.799474
H -1.304304 -0.172327 -2.303629
H -2.061430 0.888792 -1.873502
O 0.581107 -0.228957 0.246950
H -0.029835 0.417299 0.094872
H 0.278169 -0.956254 -0.266525
O 1.006328 -1.700961 -2.539933
H 1.402435 -2.430042 -2.135119
H 1.656128 -1.008441 -2.261744
O -1.762228 3.205835 1.000260
H -1.096686 2.918436 1.593492
H -1.702043 2.628734 0.366069
O 0.243959 2.835106 -2.052777
H -0.469330 3.276065 -2.222950
H -0.236651 1.916524 -1.928946
O -0.920816 -2.551291 -0.077640
H -1.702766 -3.291325 -0.351266
H -1.207852 -2.176150 0.709691
O -0.714543 0.268692 3.205954
H -0.320665 -0.642300 3.276588
H -1.456238 0.192715 2.388294
O -1.760317 -1.326500 -2.864927
H -0.892948 -1.677550 -2.586806
H -1.876627 -1.742591 -3.780856
O -2.686362 -0.513291 1.121838
H -3.439563 -0.826606 0.424658
H -3.110301 0.261004 1.501253

Cartesian forces (eV/Å) of the 2 atoms listed first:
-4.050 3.516 -0.876
2.328 -2.379 2.160


Calculated values (Ha) of E_tot for the records, taken in order: -7124.6825; -986.0617; -328.2630; -553.4523; -375.4621; -4914.1697; -348.9166; -1070.0140.
Calculated values (kcal per mole) of energy above the lowest of the compared OMol25 structures with the same formula, charge and spin for the records, taken in order: 12.6; 44.9; 104.0; 123.5; 147.7; 80.0; 145.6; 117.3.